[1]
Computed, not measured: the molecule C4H7ClN2S, with ωB97M-V/def2-TZVPD.

The energy relative to the best compared isomer or geometry (same formula, charge and spin) is 17.89 kcal/mol. As for the SMILES: NC(=S)N1C[C@@H]1CCl.

The geometry in ORCA input format:
```
! RIJCOSX wB97M-V def2-TZVPD def2/J DEFGRID3
* xyz 0 1
N -2.56193 0.60940 -0.20109
C -1.57714 -0.34122 -0.17301
S -1.81445 -1.95774 0.22266
N -0.30256 0.21613 -0.26785
C 0.42998 0.94228 0.80910
C 0.86132 -0.40699 0.30686
C 1.93831 -0.53881 -0.69263
Cl 3.51020 -0.78347 0.13242
H -2.32630 1.54128 -0.49611
H -3.50091 0.27622 -0.28414
H -0.07116 0.93560 1.77123
H 0.82075 1.88261 0.42830
H 0.75036 -1.30674 1.07052
H 2.03073 0.35609 -1.29826
H 1.81279 -1.42463 -1.32798
*
```



[2]
Computed, not measured: the ion C4H7ClNO with charge +1, with ωB97M-V/def2-TZVPD.

The energy relative to the best compared isomer or geometry (same formula, charge and spin) is 117.62 kcal/mol.

The geometry in ORCA input format:
```
! RIJCOSX wB97M-V def2-TZVPD def2/J DEFGRID3
* xyz 1 1
C -2.85291 -0.60696 0.63979
C 0.51467 0.73244 -0.64583
C -1.40985 -0.63356 0.70725
C -0.88663 0.04040 -0.53140
N -3.87130 -1.06546 0.30518
O -4.89888 -1.51076 -0.02078
Cl -1.98670 1.50688 -0.54724
H 1.18531 -0.02224 -0.09698
H 0.92296 0.98187 -1.66269
H 0.49799 1.73652 -0.12488
H -1.11827 -0.01181 1.48892
H -0.98974 -1.69281 0.90256
H -2.67797 1.44382 0.50872
H -1.04513 -0.51517 -1.39680
*
```



[3]
Computed, not measured: a cluster of 3 separate species, C4H7ClO in total, with ωB97M-V/def2-TZVPD.

The energy relative to the best compared isomer or geometry (same formula, charge and spin) is 44.88 kcal/mol.

The geometry in ORCA input format:
```
! RIJCOSX wB97M-V def2-TZVPD def2/J DEFGRID3
* xyz 0 1
C -2.70369 1.19160 0.23599
C 1.74218 1.32615 0.71369
C 1.59075 -0.92349 -0.41924
C 1.08317 0.50503 -0.03977
O -3.75768 1.56241 0.38393
Cl -3.97696 -1.57838 -0.60600
H 1.37789 2.30430 0.96654
H 2.58762 1.07177 1.27504
H -3.07946 -2.29733 -0.02800
H 1.03919 -1.73384 0.11012
H 1.35143 -1.03793 -1.61864
H 2.74747 -1.05783 -0.52056
H -0.00193 0.66755 -0.45310
*
```



[4]
Computed, not measured: the molecule C4H7ClO, with ωB97M-V/def2-TZVPD.

The energy relative to the best compared isomer or geometry (same formula, charge and spin) is 32.57 kcal/mol. As for the SMILES: OCC/C=C\Cl.

The geometry in ORCA input format:
```
! RIJCOSX wB97M-V def2-TZVPD def2/J DEFGRID3
* xyz 0 1
O -1.08233 -1.42347 -0.53989
C -1.47047 -0.23627 0.21928
C -0.08367 0.24494 0.80014
C 0.77652 0.77944 -0.25949
C 1.95467 0.29730 -0.68952
Cl 2.82127 -0.86077 0.23885
H -1.93999 -1.87313 -0.66998
H -2.27309 -0.46223 0.90116
H -1.84588 0.65969 -0.40732
H 0.42882 -0.56870 1.29697
H -0.35687 1.04965 1.44847
H 0.47354 1.59734 -0.86628
H 2.59748 0.79623 -1.47238
*
```



[5]
Computed, not measured: the molecule C4H7ClOS, with ωB97M-V/def2-TZVPD.

The energy relative to the best compared isomer or geometry (same formula, charge and spin) is 28.20 kcal/mol. As for the SMILES: SC1(CCl)COC1.

The geometry in ORCA input format:
```
! RIJCOSX wB97M-V def2-TZVPD def2/J DEFGRID3
* xyz 0 1
S 1.67115 1.12750 0.58063
C 0.28226 0.06362 0.09261
C 0.17968 0.20609 -1.43196
Cl -1.06813 -0.89834 -2.15035
C 0.28895 -1.28767 0.74270
O -1.07078 -1.08496 1.19053
C -1.07272 0.30400 0.81214
H 1.23365 2.34479 0.29506
H 1.15229 -0.05933 -1.91440
H -0.06331 1.19214 -1.77178
H 0.38181 -2.10300 0.01855
H 0.95942 -1.35108 1.61279
H -0.93189 0.96063 1.69488
H -1.94237 0.58563 0.22861
*
```



[6]
Computed, not measured: the molecule C4H7ClS, with ωB97M-V/def2-TZVPD.

The energy relative to the best compared isomer or geometry (same formula, charge and spin) is 7.93 kcal/mol. As for the SMILES: CC(C)(Cl)C=S.

The geometry in ORCA input format:
```
! RIJCOSX wB97M-V def2-TZVPD def2/J DEFGRID3
* xyz 0 1
C -0.39671 0.30226 1.52329
C -0.40717 0.30547 0.05546
C -0.71873 1.68684 -0.56919
Cl -1.73193 -0.86045 -0.22674
C 0.82754 -0.18972 -0.63350
S 2.30073 -0.27811 -0.01716
H 0.42989 0.97261 1.75998
H -1.37363 0.67167 1.88193
H -0.22253 -0.76339 1.87574
H -1.68361 1.93832 -0.02618
H -0.99139 1.67614 -1.64462
H 0.04482 2.39069 -0.28934
H 0.59806 -0.43778 -1.68473
*
```



[7]
Computed, not measured: a structure of composition C4H7CuO3, with ωB97M-V/def2-TZVPD.

The energy relative to the best compared isomer or geometry (same formula, charge and spin) is 7.04 kcal/mol.

The geometry in ORCA input format:
```
! RIJCOSX wB97M-V def2-TZVPD def2/J DEFGRID3
* xyz 0 1
O 0.27793 1.23333 0.83635
Cu 2.29814 1.16745 0.56287
O 3.92159 0.09747 0.17289
C 3.88295 -1.20713 -0.24834
C -0.67718 0.54554 0.55239
O -1.80834 1.09324 0.14169
C -2.91221 0.28320 -0.07866
C -4.04830 0.82097 -0.49370
H 4.33659 -1.92878 0.47513
H 4.42057 -1.38449 -1.21211
H 2.83829 -1.60220 -0.40650
H -0.64778 -0.55870 0.51836
H -2.80672 -0.74497 0.27389
H -4.08860 1.84110 -0.87603
H -4.98692 0.34396 -0.21824
*
```



[8]
Computed, not measured: the molecule C4H7F, with ωB97M-V/def2-TZVPD.

The energy relative to the best compared isomer or geometry (same formula, charge and spin) is 17.71 kcal/mol. As for the SMILES: FC1CCC1.

The geometry in ORCA input format:
```
! RIJCOSX wB97M-V def2-TZVPD def2/J DEFGRID3
* xyz 0 1
F -0.48147 -2.18058 -0.17523
C 0.14308 -0.96841 0.35875
C 0.74323 -0.08973 -0.73858
C 0.12228 1.08386 -0.06122
C -0.91766 0.12610 0.54733
H 0.74276 -1.05358 1.24456
H 0.44850 -0.23559 -1.74338
H 1.86108 -0.12040 -0.88696
H -0.39775 1.73987 -0.77215
H 0.72837 1.54378 0.59725
H -1.88937 -0.03664 0.00500
H -1.10307 0.19132 1.62464
*
```



Values for energy, eV, ordered as above
-30598.5116, -20308.4757, -18829.5824, -18830.1164, -29665.3358, -27618.3661, -55040.6359, -6977.4246
Values for HOMO energy, eV, ordered as above
-8.55, -14.24, -9.82, -9.08, -9.59, -9.03, -7.53, -10.86
Values for lowest unoccupied orbital energy, eV, ordered as above
0.680, -4.464, 0.645, 0.870, 0.596, -0.400, -0.028, 1.162